(1)
DFT (ωB97M-V/def2-TZVPD) results for a cluster of 2 separate species, C4H12NO in total at a distorted geometry.

Results
Total charge: +1
Spin multiplicity: 1

Geometry (Å):
C (1.08, -0.25, 1.81)
C (0.82, -0.86, 0.40)
C (0.74, 0.17, -0.68)
C (1.58, 0.34, -1.71)
N (-0.49, 0.97, -0.67)
H (1.49, -1.00, 2.49)
H (1.97, 0.40, 1.72)
H (0.17, 0.28, 2.12)
H (1.71, -1.42, 0.16)
H (-0.11, -1.46, 0.34)
H (2.53, -0.12, -1.49)
H (1.30, 0.82, -2.63)
H (-0.59, 1.59, -1.48)
H (-0.58, 1.64, 0.10)
H (-1.34, 0.41, -0.54)
H (-3.68, -0.64, 0.23)
H (-2.63, -0.70, 1.34)
O (-2.79, -0.37, 0.45)

=====

(2)
DFT (ωB97M-V/def2-TZVPD) results for a structure of composition C40H54BrF4N9SSiSr.

Results
Total charge: 0
Spin multiplicity: 1

Geometry (Å):
Sr (0.17, -1.02, -0.10)
C (3.30, 0.51, -1.17)
N (2.59, 0.60, 0.10)
C (3.53, 0.25, 1.17)
C (2.09, 1.98, 0.30)
C (0.77, 2.21, -0.43)
N (-0.29, 1.39, 0.13)
C (-1.10, 1.87, 1.09)
C (-2.02, 0.96, 1.68)
F (-1.93, -0.35, 1.31)
C (-3.00, 1.31, 2.57)
F (-3.85, 0.37, 3.01)
C (-3.13, 2.62, 3.03)
C (-2.19, 3.51, 2.55)
F (-2.23, 4.79, 2.97)
C (-1.21, 3.17, 1.64)
F (-0.37, 4.16, 1.24)
H (3.62, -0.52, -1.35)
H (4.19, 1.16, -1.18)
H (2.66, 0.81, -2.00)
H (4.41, 0.92, 1.17)
H (3.88, -0.77, 1.03)
H (3.04, 0.33, 2.14)
H (2.86, 2.70, -0.01)
H (1.91, 2.12, 1.37)
H (0.91, 1.91, -1.48)
H (0.57, 3.28, -0.46)
H (-3.89, 2.91, 3.73)
C (0.25, -0.65, -4.88)
C (0.90, -1.78, -5.33)
C (1.57, -2.58, -4.41)
C (1.58, -2.23, -3.07)
N (0.91, -1.15, -2.64)
C (0.27, -0.39, -3.52)
C (2.32, -3.03, -2.05)
C (3.25, -4.00, -2.42)
C (3.92, -4.70, -1.44)
C (3.66, -4.42, -0.11)
C (2.73, -3.43, 0.18)
N (2.08, -2.75, -0.76)
H (-0.31, -0.01, -5.54)
H (0.87, -2.06, -6.37)
H (2.04, -3.50, -4.75)
H (-0.28, 0.46, -3.11)
H (3.45, -4.19, -3.46)
H (4.64, -5.46, -1.71)
H (4.16, -4.94, 0.70)
H (2.50, -3.17, 1.20)
N (-1.60, -2.62, -1.06)
C (-1.91, -2.65, -2.18)
C (-2.23, -2.66, -3.53)
C (-2.86, -1.53, -4.10)
N (-3.36, -0.61, -4.59)
C (-1.67, -3.66, -4.37)
N (-1.19, -4.45, -5.06)
S (-4.24, 0.26, -0.81)
C (-3.66, 1.69, -1.48)
N (-3.27, 1.77, -2.76)
C (-2.74, 2.96, -3.39)
C (-2.03, 3.80, -2.34)
C (-3.00, 4.07, -1.20)
N (-3.56, 2.82, -0.74)
H (-3.38, 0.92, -3.31)
H (-3.53, 3.54, -3.87)
H (-2.05, 2.65, -4.18)
H (-1.69, 4.74, -2.78)
H (-1.16, 3.26, -1.96)
H (-3.80, 4.75, -1.54)
H (-2.49, 4.55, -0.37)
H (-3.82, 2.71, 0.23)
C (-1.71, -5.07, 4.36)
C (-1.36, -3.78, 3.60)
C (-2.65, -2.96, 3.44)
C (-0.90, -4.14, 2.18)
Si (-0.02, -2.81, 4.57)
Br (0.90, -1.33, 3.05)
C (-0.70, -1.66, 5.94)
C (0.44, -1.05, 6.77)
C (-1.50, -0.48, 5.36)
C (-1.61, -2.45, 6.89)
C (1.49, -3.86, 5.10)
C (1.17, -4.62, 6.40)
C (2.76, -3.02, 5.34)
C (1.87, -4.89, 4.03)
H (-2.54, -5.56, 3.85)
H (-2.03, -4.88, 5.39)
H (-0.88, -5.78, 4.39)
H (-3.34, -3.53, 2.81)
H (-2.48, -2.00, 2.94)
H (-3.15, -2.77, 4.39)
H (-1.64, -4.81, 1.73)
H (0.07, -4.64, 2.14)
H (-0.86, -3.26, 1.54)
H (1.15, -0.49, 6.16)
H (0.99, -1.79, 7.35)
H (0.01, -0.34, 7.49)
H (-0.89, 0.16, 4.73)
H (-1.86, 0.13, 6.20)
H (-2.36, -0.79, 4.79)
H (-1.11, -3.31, 7.35)
H (-2.51, -2.81, 6.39)
H (-1.94, -1.79, 7.70)
H (1.04, -3.95, 7.25)
H (2.00, -5.29, 6.64)
H (0.27, -5.24, 6.32)
H (2.62, -2.25, 6.10)
H (3.10, -2.54, 4.43)
H (3.55, -3.68, 5.69)
H (1.10, -5.63, 3.85)
H (2.77, -5.43, 4.36)
H (2.12, -4.41, 3.08)

=====

Here are the calculated E_HOMO numbers, same order: -14.3 -7.0 (eV).
Here are the calculated total energy numbers, same order: -289.3287 -5741.4727 (Eh).
Here are the calculated energy relative to the best compared isomer or geometry (same formula, charge and spin) numbers, same order: 121.2 38.8 (kJ/mol).